Record 1
{"formula": "C24H48O24", "method": "ωB97M-V/def2-TZVPD", "smiles": "COC(=O)OC.COC(=O)OC.COC(=O)OC.COC(=O)OC.COC(=O)OC.COC(=O)OC.COC(=O)OC.COC(=O)OC", "orbital_gap_ev": 11.106, "elements": ["C", "O", "C", "O", "O", "C", "H", "H", "H", "H", "H", "H", "C", "O", "C", "O", "O", "C", "H", "H", "H", "H", "H", "H", "C", "O", "C", "O", "O", "C", "H", "H", "H", "H", "H", "H", "C", "O", "C", "O", "O", "C", "H", "H", "H", "H", "H", "H", "C", "O", "C", "O", "O", "C", "H", "H", "H", "H", "H", "H", "C", "O", "C", "O", "O", "C", "H", "H", "H", "H", "H", "H", "C", "O", "C", "O", "O", "C", "H", "H", "H", "H", "H", "H", "C", "O", "C", "O", "O", "C", "H", "H", "H", "H", "H", "H"], "xyz": [[16.39, 17.12, 7.42], [15.71, 17.53, 8.53], [16.34, 17.81, 9.69], [17.56, 17.83, 9.87], [15.43, 17.88, 10.65], [15.75, 17.87, 12.05], [17.38, 17.55, 7.31], [15.77, 17.27, 6.53], [16.47, 16.04, 7.55], [15.09, 17.09, 12.42], [15.56, 18.83, 12.52], [16.79, 17.63, 12.28], [16.58, 9.00, 14.84], [15.56, 9.25, 15.73], [14.41, 9.88, 15.41], [14.17, 10.36, 14.30], [13.67, 10.03, 16.48], [12.47, 10.69, 16.36], [17.36, 9.73, 15.07], [16.12, 9.04, 13.85], [16.88, 7.96, 14.96], [11.62, 10.01, 16.30], [12.29, 11.39, 15.54], [12.36, 11.24, 17.29], [14.53, 18.94, 16.02], [15.38, 20.08, 15.94], [15.08, 21.05, 15.02], [14.19, 21.01, 14.15], [15.96, 21.99, 15.21], [15.88, 23.13, 14.40], [14.47, 18.48, 15.04], [13.53, 19.29, 16.27], [14.83, 18.27, 16.82], [16.93, 23.39, 14.28], [15.23, 23.87, 14.87], [15.49, 22.90, 13.41], [14.64, 13.68, 9.42], [15.16, 13.55, 10.77], [16.00, 12.59, 11.06], [16.33, 11.67, 10.33], [16.48, 12.80, 12.33], [17.30, 11.81, 12.85], [14.09, 12.81, 9.06], [15.36, 14.00, 8.68], [13.89, 14.48, 9.44], [16.71, 10.91, 13.02], [17.84, 12.08, 13.75], [17.98, 11.39, 12.11], [9.65, 10.55, 18.61], [8.54, 11.42, 18.73], [8.15, 12.19, 17.66], [8.77, 12.21, 16.59], [7.12, 12.98, 18.09], [6.64, 14.10, 17.21], [10.10, 10.61, 19.60], [10.40, 10.71, 17.83], [9.25, 9.56, 18.42], [5.99, 14.77, 17.78], [6.01, 13.77, 16.38], [7.40, 14.66, 16.68], [9.62, 14.60, 9.52], [9.92, 13.51, 10.37], [11.06, 13.45, 11.05], [11.89, 14.37, 10.99], [11.02, 12.30, 11.80], [12.08, 12.11, 12.76], [10.53, 14.92, 9.01], [9.04, 15.35, 10.05], [8.97, 14.29, 8.70], [11.90, 11.31, 13.47], [12.04, 13.03, 13.35], [13.01, 11.97, 12.21], [9.78, 14.41, 14.31], [10.37, 15.59, 13.69], [9.50, 16.42, 13.03], [8.31, 16.25, 12.76], [10.09, 17.59, 12.61], [11.43, 17.93, 12.92], [8.84, 14.67, 14.78], [10.47, 13.87, 14.95], [9.42, 13.68, 13.59], [11.62, 17.86, 13.99], [11.53, 18.99, 12.69], [12.17, 17.35, 12.38], [14.47, 14.98, 14.49], [13.52, 14.33, 15.22], [12.91, 14.96, 16.29], [13.04, 16.18, 16.68], [12.00, 14.05, 16.75], [11.10, 14.34, 17.86], [14.60, 15.93, 15.00], [14.11, 15.11, 13.47], [15.42, 14.47, 14.36], [10.32, 15.07, 17.63], [11.59, 14.80, 18.72], [10.62, 13.43, 18.21]]}

Record 2
{"formula": "C3H6O2", "method": "ωB97M-V/def2-TZVPD", "smiles": "C=COCO", "orbital_gap_ev": 9.695, "elements": ["O", "C", "C", "C", "O", "H", "H", "H", "H", "H", "H"], "xyz": [[-2.28, 0.66, 0.53], [-0.98, 0.30, 0.33], [1.21, -0.98, -0.49], [1.32, 0.14, 0.24], [0.44, 0.51, 1.22], [-2.56, 1.33, -0.11], [-0.93, -0.76, 0.49], [-0.58, 0.80, -0.54], [1.72, -1.10, -1.44], [0.59, -1.81, -0.16], [2.03, 0.92, -0.07]]}

Record 3
{"formula": "C2H6N2", "method": "ωB97M-V/def2-TZVPD", "smiles": "[H]/N=C\\CN", "orbital_gap_ev": 10.686, "elements": ["C", "N", "C", "N", "H", "H", "H", "H", "H", "H"], "xyz": [[-0.26, 0.17, 0.63], [1.18, 0.39, 0.58], [-0.81, 0.28, -0.78], [-0.65, -0.63, -1.67], [1.61, 0.09, 1.45], [1.60, -0.18, -0.16], [-0.11, -1.42, -1.29], [-0.47, -0.84, 1.01], [-0.74, 0.91, 1.27], [-1.34, 1.22, -1.04]]}

Record 4
{"formula": "C24H16AuFN8O5S", "method": "ωB97M-V/def2-TZVPD", "orbital_gap_ev": 6.463, "elements": ["Au", "S", "N", "C", "C", "C", "C", "C", "N", "C", "C", "N", "C", "C", "C", "C", "C", "N", "H", "H", "H", "H", "H", "H", "F", "C", "C", "N", "C", "C", "O", "O", "C", "O", "N", "C", "O", "H", "H", "H", "H", "N", "C", "O", "C", "C", "C", "C", "N", "C", "H", "H", "H", "H", "H", "H"], "xyz": [[-0.74, 0.14, -0.24], [0.20, -7.20, 0.90], [1.33, -6.11, 0.55], [0.68, -5.04, 0.09], [1.29, -3.83, -0.38], [2.75, -3.60, -0.20], [3.27, -2.32, -0.83], [2.23, -1.47, -1.51], [0.98, -1.68, -1.49], [0.49, -2.85, -0.86], [-0.96, -2.89, -0.67], [-1.67, -1.74, -0.76], [-2.99, -1.80, -0.61], [-3.69, -2.97, -0.33], [-2.97, -4.12, -0.12], [-1.58, -4.08, -0.27], [-0.73, -5.19, 0.09], [-1.13, -6.38, 0.52], [3.33, -4.50, -0.39], [4.16, -2.41, -1.45], [2.58, -0.60, -2.06], [-3.52, -0.85, -0.69], [-4.76, -2.94, -0.22], [-3.44, -5.05, 0.18], [3.41, -4.48, 5.10], [3.36, -3.95, 3.87], [2.35, -3.18, 3.47], [2.26, -2.65, 2.21], [1.11, -1.80, 1.91], [0.99, -0.48, 2.67], [1.62, -0.30, 3.71], [0.20, 0.34, 2.10], [3.20, -2.94, 1.20], [3.60, -1.75, 0.46], [4.34, -3.58, 1.75], [4.50, -4.17, 3.00], [5.52, -4.77, 3.28], [1.55, -2.90, 4.15], [0.19, -2.37, 2.06], [1.17, -1.54, 0.87], [5.15, -3.66, 1.16], [2.87, 3.07, 2.43], [2.49, 4.08, 1.61], [3.04, 5.16, 1.55], [1.31, 3.79, 0.72], [0.55, 4.83, 0.22], [-0.58, 4.54, -0.52], [-0.92, 3.22, -0.74], [-0.17, 2.20, -0.29], [0.93, 2.49, 0.41], [3.60, 3.28, 3.08], [2.25, 2.30, 2.66], [0.85, 5.85, 0.43], [-1.22, 5.32, -0.91], [-1.81, 2.95, -1.29], [1.50, 1.65, 0.76]]}

Record 5
{"formula": "C32H54N2O3P2Sc", "method": "ωB97M-V/def2-TZVPD", "charge": 1, "orbital_gap_ev": 6.075, "elements": ["Sc", "C", "C", "C", "C", "C", "C", "H", "H", "H", "C", "H", "H", "H", "C", "H", "H", "H", "C", "H", "H", "H", "C", "H", "H", "H", "C", "C", "C", "C", "C", "C", "C", "C", "H", "H", "H", "H", "H", "H", "H", "H", "H", "H", "H", "H", "P", "P", "C", "C", "H", "H", "H", "H", "C", "H", "H", "H", "C", "H", "H", "H", "C", "H", "H", "H", "C", "H", "H", "H", "C", "C", "C", "C", "C", "C", "O", "N", "C", "O", "N", "C", "O", "H", "H", "H", "H", "H", "H", "H", "H", "H", "H", "H"], "xyz": [[-0.42, 0.35, 0.31], [-0.12, -0.26, 3.11], [-1.39, 0.15, 2.54], [-1.44, -2.13, 2.91], [-0.18, -1.66, 3.31], [-2.20, -1.05, 2.44], [0.95, 0.63, 3.66], [0.62, 1.68, 3.74], [1.87, 0.59, 3.06], [1.20, 0.27, 4.67], [0.89, -2.49, 3.92], [1.56, -1.88, 4.53], [1.50, -2.99, 3.15], [0.45, -3.27, 4.55], [-1.91, -3.53, 3.09], [-1.85, -3.83, 4.15], [-1.31, -4.25, 2.51], [-2.95, -3.64, 2.77], [-3.64, -1.10, 2.12], [-4.17, -1.67, 2.89], [-3.80, -1.60, 1.15], [-4.06, -0.09, 2.05], [-1.99, 1.53, 2.47], [-2.84, 1.60, 3.17], [-2.41, 1.75, 1.47], [-1.27, 2.32, 2.74], [1.89, 4.19, -1.24], [1.93, 4.44, 0.09], [0.89, 5.04, 0.96], [-0.55, 4.95, 0.39], [-0.96, 3.65, -0.26], [-0.88, 3.48, -1.59], [-0.29, 4.45, -2.57], [1.11, 5.01, -2.22], [1.07, 6.11, 1.16], [-0.68, 5.77, -0.33], [0.96, 4.53, 1.93], [0.98, 6.03, -1.80], [2.66, 3.53, -1.68], [2.87, 4.25, 0.61], [1.71, 5.10, -3.15], [-0.24, 3.97, -3.56], [-1.51, 2.72, -2.05], [-0.93, 5.34, -2.72], [-1.23, 5.14, 1.23], [-1.56, 2.97, 0.37], [1.85, 0.70, -1.05], [-1.75, 0.17, -2.20], [1.02, 1.38, -2.59], [-0.37, 0.88, -3.23], [1.80, 1.29, -3.37], [0.89, 2.44, -2.38], [-0.82, 1.74, -3.76], [-0.11, 0.16, -4.04], [-2.65, -0.99, -3.28], [-3.36, -1.54, -2.67], [-1.98, -1.71, -3.74], [-3.19, -0.44, -4.07], [-3.28, 1.15, -1.83], [-3.72, 1.51, -2.77], [-3.12, 1.99, -1.15], [-4.00, 0.49, -1.34], [3.65, 0.97, -1.09], [4.11, 1.00, -0.09], [3.93, 1.87, -1.65], [4.03, 0.08, -1.59], [1.46, 1.75, 0.47], [0.81, 1.41, 1.35], [0.92, 2.60, 0.04], [2.40, 2.10, 0.93], [3.31, -3.34, 0.42], [2.02, -4.15, 0.41], [0.78, -3.67, -0.41], [0.92, -3.75, -1.99], [2.31, -4.03, -2.53], [-0.45, -4.54, 0.02], [-0.40, -5.43, 0.85], [-1.67, -4.13, -0.56], [-1.99, -2.76, -0.50], [-3.14, -2.40, -0.60], [-0.95, -1.87, -0.25], [0.30, -2.31, -0.01], [1.05, -1.42, 0.53], [3.97, -3.62, -0.42], [3.86, -3.57, 1.35], [3.11, -2.26, 0.41], [2.22, -5.18, 0.09], [1.66, -4.21, 1.45], [0.25, -4.54, -2.35], [0.52, -2.82, -2.42], [2.68, -4.96, -2.11], [2.23, -4.14, -3.61], [3.03, -3.23, -2.34], [-2.49, -4.73, -0.38]]}

Record 6
{"formula": "H13NaO8", "method": "ωB97M-V/def2-TZVPD", "charge": -2, "orbital_gap_ev": 4.502, "elements": ["Na", "O", "H", "O", "H", "O", "H", "O", "H", "H", "O", "H", "H", "O", "H", "H", "O", "H", "H", "O", "H", "H"], "xyz": [[-12.98, 14.98, -16.74], [-15.74, 18.07, -15.65], [-16.21, 17.22, -15.55], [-13.88, 13.62, -12.82], [-14.63, 13.33, -12.27], [-10.63, 17.11, -19.20], [-10.20, 16.98, -20.07], [-9.50, 14.77, -12.26], [-10.38, 14.53, -12.53], [-9.36, 15.63, -12.66], [-14.74, 18.61, -19.65], [-14.92, 18.58, -18.71], [-13.83, 18.30, -19.72], [-10.05, 11.88, -17.71], [-10.72, 11.23, -17.93], [-9.79, 12.25, -18.56], [-16.77, 13.48, -15.87], [-17.56, 13.99, -15.70], [-16.32, 13.45, -15.03], [-13.05, 14.38, -20.71], [-12.53, 15.13, -20.42], [-13.59, 14.73, -21.42]]}

Record 7
{"formula": "C2HO4P", "method": "ωB97M-V/def2-TZVPD", "smiles": "O=CP=O.O=C=O", "orbital_gap_ev": 8.620, "elements": ["C", "C", "O", "O", "O", "O", "P", "H"], "xyz": [[-1.43, 2.22, -1.19], [0.43, -0.91, 0.66], [-2.38, 2.59, -1.72], [0.50, -2.02, 0.40], [-0.42, 1.86, -0.75], [-0.75, 0.97, 2.00], [0.60, 0.63, 1.63], [0.27, -0.01, -0.12]]}

Record 8
{"formula": "C30H53N3O6S", "method": "ωB97M-V/def2-TZVPD", "smiles": "CCCCCCCCCCCCCc1c(CN)cc([C@@H](C)CC)c2nsnc12.COC(=O)OC.COC(=O)OC", "orbital_gap_ev": 6.539, "elements": ["C", "C", "C", "C", "C", "C", "C", "C", "C", "C", "C", "C", "C", "C", "C", "C", "N", "C", "C", "C", "C", "C", "C", "C", "N", "S", "N", "C", "H", "H", "H", "H", "H", "H", "H", "H", "H", "H", "H", "H", "H", "H", "H", "H", "H", "H", "H", "H", "H", "H", "H", "H", "H", "H", "H", "H", "H", "H", "H", "H", "H", "H", "H", "H", "H", "H", "H", "H", "H", "C", "O", "C", "O", "O", "C", "H", "H", "H", "H", "H", "H", "C", "O", "C", "O", "O", "C", "H", "H", "H", "H", "H", "H"], "xyz": [[-2.64, -4.78, -0.76], [-1.81, -4.61, -2.17], [-0.78, -5.84, -2.51], [0.56, -5.91, -1.57], [0.75, -4.65, -0.54], [2.37, -4.59, -0.14], [2.66, -3.87, 1.31], [2.66, -2.20, 1.22], [1.09, -1.76, 1.55], [0.92, -0.18, 1.95], [0.17, 0.75, 0.82], [-1.30, 0.18, 0.35], [-1.96, 0.96, -0.94], [-0.90, 1.27, -2.16], [-0.92, 2.70, -3.00], [-2.02, 3.91, -2.69], [-1.99, 4.41, -1.26], [0.19, 2.95, -4.19], [1.33, 1.84, -4.67], [2.30, 2.29, -5.91], [2.79, 3.86, -5.56], [3.68, 1.43, -6.07], [4.69, 1.46, -4.78], [1.34, 0.40, -3.89], [2.24, -0.77, -4.17], [1.83, -2.01, -3.01], [0.53, -1.21, -2.15], [0.26, 0.18, -2.67], [-3.73, -4.35, -0.95], [-2.63, -5.88, -0.37], [-2.14, -4.02, 0.01], [-1.25, -3.58, -2.28], [-2.63, -4.62, -3.04], [-1.38, -6.84, -2.41], [-0.53, -5.74, -3.68], [0.43, -6.88, -0.88], [1.49, -6.12, -2.26], [0.11, -4.79, 0.43], [0.51, -3.59, -0.99], [2.73, -5.71, -0.06], [2.94, -4.05, -1.04], [3.70, -4.17, 1.76], [1.81, -4.23, 2.06], [3.43, -1.77, 2.01], [2.96, -1.84, 0.14], [0.76, -2.38, 2.52], [0.47, -2.09, 0.60], [2.02, 0.26, 2.10], [0.40, -0.05, 3.02], [0.93, 0.94, -0.06], [-0.03, 1.81, 1.32], [-1.34, -0.97, 0.11], [-2.03, 0.36, 1.27], [-2.82, 0.25, -1.36], [-2.53, 1.93, -0.54], [-3.10, 3.47, -2.98], [-1.76, 4.79, -3.44], [-1.47, 5.33, -1.29], [-3.00, 4.55, -0.98], [0.13, 4.01, -4.74], [1.67, 2.38, -6.90], [2.92, 3.99, -4.38], [3.85, 4.00, -6.03], [2.02, 4.66, -5.93], [3.39, 0.30, -6.33], [4.21, 1.83, -7.07], [5.70, 2.00, -5.12], [4.22, 1.98, -3.84], [4.98, 0.34, -4.52], [-1.17, 1.03, 8.50], [-1.11, 0.21, 7.33], [0.10, -0.38, 7.13], [1.08, -0.27, 7.84], [0.01, -1.12, 5.99], [1.21, -1.81, 5.65], [-2.17, 1.45, 8.57], [-0.98, 0.43, 9.40], [-0.45, 1.85, 8.43], [1.49, -2.52, 6.43], [2.03, -1.10, 5.47], [1.03, -2.37, 4.73], [-2.12, 3.00, 4.16], [-2.68, 4.30, 4.05], [-3.71, 4.40, 3.18], [-4.18, 3.48, 2.52], [-4.14, 5.69, 3.17], [-5.24, 5.94, 2.30], [-1.30, 3.04, 4.89], [-2.87, 2.29, 4.54], [-1.72, 2.66, 3.20], [-6.11, 5.35, 2.59], [-4.96, 5.72, 1.26], [-5.50, 7.00, 2.37]]}

Record 9
{"formula": "C29H43N2O5PPdSb", "method": "ωB97M-V/def2-TZVPD", "charge": 3, "orbital_gap_ev": [5.515, 5.503], "elements": ["Pd", "C", "C", "C", "C", "N", "C", "C", "C", "C", "C", "C", "N", "H", "H", "H", "H", "H", "H", "H", "H", "C", "C", "C", "Sb", "C", "C", "C", "C", "C", "C", "H", "H", "H", "H", "H", "H", "H", "H", "H", "H", "H", "H", "H", "H", "H", "H", "H", "H", "H", "H", "H", "C", "O", "P", "O", "C", "O", "C", "H", "H", "H", "H", "H", "H", "H", "H", "H", "O", "C", "O", "C", "C", "C", "C", "C", "C", "H", "H", "H", "H", "H"], "xyz": [[1.89, 0.32, -0.31], [6.00, 1.62, -1.16], [6.70, 0.46, -0.86], [6.01, -0.74, -0.77], [4.64, -0.74, -0.94], [3.97, 0.40, -1.14], [4.63, 1.55, -1.29], [3.80, -1.95, -1.02], [4.31, -3.21, -1.32], [3.43, -4.27, -1.48], [2.07, -4.04, -1.37], [1.64, -2.77, -1.07], [2.48, -1.75, -0.88], [6.51, 2.57, -1.30], [7.77, 0.49, -0.71], [6.54, -1.66, -0.56], [4.04, 2.42, -1.54], [5.37, -3.36, -1.43], [3.81, -5.26, -1.70], [1.35, -4.84, -1.51], [0.58, -2.53, -1.00], [-4.29, -3.73, 0.28], [-3.59, -3.00, -0.80], [-2.67, -3.79, -1.69], [-2.21, -1.23, 0.23], [-3.75, 0.19, 1.07], [-4.20, -0.29, 2.43], [-4.87, 0.39, 0.07], [-1.12, -1.87, 2.07], [-1.61, -3.24, 2.51], [0.40, -1.83, 1.95], [-5.12, -4.27, -0.21], [-4.76, -3.07, 1.02], [-3.67, -4.46, 0.78], [-4.23, -2.31, -1.36], [-1.99, -4.41, -1.11], [-2.12, -3.17, -2.39], [-3.30, -4.47, -2.28], [-3.12, 1.08, 1.13], [-4.81, -1.19, 2.37], [-4.84, 0.48, 2.87], [-3.39, -0.46, 3.13], [-5.57, -0.45, 0.07], [-4.51, 0.57, -0.95], [-5.43, 1.27, 0.37], [-1.45, -1.10, 2.77], [-1.34, -4.01, 1.79], [-2.69, -3.27, 2.68], [-1.12, -3.49, 3.46], [0.77, -2.71, 1.42], [0.82, -1.84, 2.95], [0.76, -0.93, 1.45], [1.76, 4.27, -1.10], [2.55, 3.59, -0.08], [2.11, 2.36, 0.77], [1.02, 3.00, 1.72], [0.32, 2.21, 2.70], [3.39, 2.05, 1.62], [4.11, 3.07, 2.36], [2.42, 5.02, -1.53], [0.90, 4.76, -0.64], [1.44, 3.57, -1.87], [-0.48, 2.84, 3.09], [0.99, 1.93, 3.52], [-0.10, 1.32, 2.24], [4.74, 3.63, 1.67], [4.71, 2.54, 3.09], [3.42, 3.74, 2.86], [0.50, 1.27, -1.82], [-0.55, 1.27, -1.18], [-0.62, 0.56, -0.06], [-1.69, 2.12, -1.58], [-2.32, 2.90, -0.61], [-3.30, 3.80, -0.98], [-3.67, 3.91, -2.32], [-3.05, 3.13, -3.28], [-2.05, 2.24, -2.92], [-1.98, 2.85, 0.42], [-3.77, 4.43, -0.23], [-4.42, 4.64, -2.61], [-3.34, 3.21, -4.32], [-1.54, 1.64, -3.67]]}

Record 10
{"formula": "CH6Na8O6", "method": "ωB97M-V/def2-TZVPD", "charge": 6, "orbital_gap_ev": 3.981, "elements": ["Na", "Na", "Na", "Na", "Na", "Na", "Na", "Na", "C", "O", "O", "O", "O", "H", "H", "O", "H", "H", "O", "H", "H"], "xyz": [[-1.03, 0.08, 2.09], [0.90, 2.09, 2.30], [-0.82, 0.86, -1.88], [-2.59, 0.59, -0.02], [1.90, -0.27, 2.47], [2.43, 1.59, 0.42], [0.94, 2.92, -1.81], [-0.83, 3.01, 0.15], [0.20, 0.71, 0.20], [0.71, 0.48, 1.33], [-0.82, 0.02, -0.04], [0.73, 1.53, -0.55], [2.03, -1.24, -1.46], [1.75, -0.43, -1.04], [2.42, -1.76, -0.75], [0.01, -2.05, -0.34], [-0.24, -1.15, -0.15], [-0.82, -2.53, -0.33], [-2.19, -1.85, -0.26], [-2.36, -1.17, -0.90], [-2.32, -1.42, 0.59]]}